# 1
DFT (wB97M-V/def2-TZVPD) results for a cluster of 2 separate species, C23H31O5P in total.

Structure (XYZ):
```
60
Properties=species:S:1:pos:R:3:forces:R:3:nbo_charge:R:1
P 1.90236 1.71691 -1.44452 -1.18 -0.14 0.77 2.382
O 1.60479 1.73422 -2.90160 0.45 0.16 0.43 -1.143
O 2.87169 0.48448 -1.01650 0.50 -0.44 -0.41 -0.826
O -0.80444 2.86038 -1.58701 -0.81 -0.44 -0.33 -0.562
O -1.77187 1.63906 0.09111 -0.44 0.02 -0.05 -0.776
O 2.79744 2.96544 -0.92862 0.35 0.11 -0.57 -0.830
C -4.74442 0.18367 2.15641 0.08 -0.25 0.12 -0.235
C -1.84451 2.55327 -2.54868 0.13 0.44 0.64 -0.066
C 0.94396 -3.54802 1.93807 -0.35 0.06 0.09 -0.246
C -2.87158 0.26622 3.68320 0.10 -0.16 -0.16 -0.184
C 2.87127 4.22115 -1.66021 -0.38 -0.62 -0.05 -0.058
C 0.57174 1.48085 -0.30770 -0.76 0.52 -1.01 -1.053
C -2.58671 -0.78753 1.49364 -0.53 0.62 0.56 -0.161
C -2.06600 -0.37438 2.75354 0.03 -0.27 -0.18 -0.101
C -3.96345 -0.49219 1.23867 0.53 0.19 -0.40 -0.065
C -0.21283 -2.78214 1.90043 0.07 0.32 -0.27 -0.106
C 3.80453 -1.73762 -1.35565 0.00 0.02 -0.14 -0.621
C -4.20968 0.58065 3.39482 0.25 -0.28 -0.39 0.077
C -1.57031 1.27058 -3.30331 0.16 -0.16 -0.14 -0.650
C 0.90457 -3.77164 -0.46869 -0.18 0.01 0.13 -0.248
C 1.52493 -4.05152 0.76335 -0.36 0.27 -0.35 0.116
C -1.82467 -1.43296 0.48417 -0.38 -0.47 0.53 0.169
C -5.04732 1.32919 4.38213 -0.07 0.06 0.25 -0.647
C 2.76094 -4.89211 0.81212 0.30 -0.07 0.19 -0.656
C 2.68267 -0.77886 -1.69904 -0.10 0.69 0.12 -0.062
C 4.27968 4.76742 -1.73208 0.07 -0.16 -0.01 -0.623
C -0.75055 1.95687 -0.52746 1.65 -0.41 -0.12 0.743
C -0.75603 -2.34583 0.64973 0.73 -0.59 -0.09 -0.103
C -0.19290 -2.93216 -0.52696 -0.15 0.17 0.06 -0.088
H -4.38395 -0.80957 0.28096 0.09 0.20 0.30 0.220
H -4.58149 1.30188 5.37058 -0.11 0.05 -0.09 0.223
H -5.16061 2.38284 4.09499 0.08 -0.21 -0.04 0.246
H 1.30348 -4.22324 -1.37865 -0.11 0.21 0.22 0.232
H 4.23981 5.71453 -2.27384 0.03 0.06 0.04 0.206
H -2.18835 -1.31582 -0.53710 0.04 0.05 0.15 0.231
H -0.67096 -2.71115 -1.48645 0.32 0.04 0.28 0.231
H 1.71271 -1.20441 -1.39828 0.15 0.20 -0.07 0.161
H 2.56004 -5.94402 0.56727 -0.09 0.25 0.02 0.240
H 3.19747 -4.85873 1.81461 -0.01 -0.07 -0.17 0.225
H 2.49091 4.05314 -2.67461 -0.06 0.04 0.21 0.202
H -1.84849 3.41893 -3.22128 -0.08 -0.22 0.12 0.181
H -2.80865 2.47659 -2.02119 0.23 0.22 -0.17 0.177
H 1.40649 -3.79533 2.89605 -0.26 0.03 -0.25 0.227
H 2.66382 -0.59606 -2.78424 -0.09 -0.04 0.31 0.201
H -1.76454 0.39672 -2.66534 0.16 0.15 -0.07 0.182
H 4.75479 -1.40083 -1.77850 -0.08 0.02 0.16 0.219
H 3.51223 -4.53099 0.09856 -0.20 -0.03 0.11 0.245
H -6.05261 0.90165 4.45753 0.15 0.06 -0.04 0.229
H 2.21816 4.92942 -1.14009 0.01 -0.10 -0.10 0.174
H -0.53076 1.24612 -3.65558 -0.27 -0.03 0.15 0.261
H 0.72963 0.93210 0.59911 0.29 -0.24 0.31 0.213
H -5.79495 0.39774 1.94353 0.38 -0.08 -0.03 0.226
H 4.94840 4.10393 -2.28764 -0.11 -0.03 0.14 0.209
H -2.24903 1.20714 -4.15834 0.00 -0.02 0.00 0.198
H -0.72079 -2.50578 2.82440 0.31 -0.10 -0.26 0.226
H -1.00375 -0.53507 2.95864 -0.46 0.28 -0.02 0.223
H 3.56314 -2.69911 -1.81782 0.07 -0.06 0.00 0.192
H 3.92353 -1.89743 -0.28067 -0.07 0.15 -0.05 0.202
H 4.69826 4.95527 -0.74308 0.00 -0.06 0.00 0.206
H -2.46721 0.52615 4.66312 -0.03 0.07 -0.36 0.216
```
Forces are in eV/Å.

The total energy comes out at -1612.546821 a.u. Its multiplicity is 1. The calculation puts the HOMO-LUMO gap at 0.11993 Eh.



# 2
DFT (wB97M-V/def2-TZVPD) results for a cluster of 4 separate species, C23H31OS in total.

Structure (XYZ):
```
56
Properties=species:S:1:pos:R:3:forces:R:3:nbo_charge:R:1
S 0.57860 6.17624 0.74823 0.45 -0.31 0.37 0.587
O -1.26848 8.19141 0.85819 -0.03 -0.08 0.11 -0.505
C 0.03533 -1.00233 0.11886 0.02 0.02 -0.04 -0.152
C 2.33638 -7.74288 -1.59791 -0.01 -0.01 0.00 -0.203
C 2.64413 -7.94037 -2.93684 0.00 -0.01 0.00 -0.213
C -0.98200 -0.09364 -0.13265 -0.01 0.00 -0.02 -0.215
C 0.94087 0.46177 1.79717 0.02 0.01 0.01 -0.210
C -2.76072 9.40390 -0.56675 0.07 -0.26 0.38 -0.630
C -1.32037 9.03254 -0.30760 0.00 0.23 -0.33 -0.071
C 2.61677 -6.87108 -3.82082 0.00 0.00 -0.01 -0.214
C -0.83414 5.17978 0.24807 -0.25 -0.27 -0.61 -0.532
C 1.97406 -5.40760 -2.02647 -0.01 0.02 0.00 -0.156
C -0.07931 1.36912 1.54876 -0.01 0.09 -0.03 -0.230
C -1.62584 5.68261 -0.95478 0.13 0.11 0.21 -0.622
C 0.28743 -5.01544 2.73269 0.01 0.00 0.00 -0.234
C 2.00017 -6.47639 -1.14189 0.03 0.02 0.04 -0.239
C 0.22994 -6.38859 2.92315 0.02 -0.01 0.00 -0.211
C 0.99716 -0.72457 1.08078 0.01 -0.02 -0.01 -0.224
C -0.92772 -6.63051 0.83023 -0.05 -0.03 -0.02 -0.213
C -0.37754 -7.19631 1.97087 0.03 -0.01 -0.01 -0.213
C 2.28171 -5.60371 -3.36541 0.00 0.01 0.00 -0.238
C -0.87646 -5.25685 0.64282 0.01 0.02 -0.03 -0.226
C -0.02349 7.86350 1.27996 -0.26 0.37 0.10 -0.138
C -1.03907 1.09336 0.58395 0.01 0.06 -0.02 -0.234
C -0.26667 -4.44977 1.59190 0.02 -0.01 0.01 -0.172
H -1.84104 1.79734 0.39265 -0.03 -0.02 0.03 0.199
H -0.88654 8.50811 -1.16206 0.01 -0.16 -0.03 0.167
H 1.68694 0.67530 2.55113 0.00 0.00 0.01 0.219
H -1.38554 -7.26077 0.07926 -0.02 -0.01 0.00 0.220
H -0.96943 6.13605 -1.69416 0.03 -0.05 -0.14 0.214
H -0.12943 2.29070 2.11812 -0.01 -0.02 0.04 0.195
H -3.38961 8.52484 -0.43047 -0.06 -0.03 -0.17 0.220
H 2.90646 -8.92840 -3.29178 0.00 -0.01 0.00 0.215
H 0.07964 -1.93020 -0.43626 0.00 0.00 -0.02 0.212
H -0.37486 4.21908 0.00752 0.13 -0.04 0.17 0.272
H -2.36807 6.41274 -0.65849 -0.11 0.05 -0.02 0.235
H -2.11610 4.83247 -1.42121 -0.09 -0.02 -0.01 0.252
H 2.85612 -7.02562 -4.86479 0.00 0.00 -0.01 0.214
H 1.75537 -6.32205 -0.09921 0.00 0.00 0.01 0.219
H -2.88251 9.77947 -1.57650 -0.03 0.10 -0.08 0.237
H 2.26133 -4.76953 -4.05504 0.00 0.01 -0.01 0.208
H -1.44803 5.02742 1.13198 0.05 0.12 0.18 0.267
H 1.13565 6.41206 -0.44666 -0.14 0.12 -0.22 0.162
H 1.78891 -1.43657 1.27424 0.00 -0.01 0.00 0.225
H -0.71224 9.91860 -0.12105 0.06 0.05 0.04 0.191
H 0.00046 7.78007 2.36357 -0.04 -0.11 0.08 0.237
H 1.71219 -4.41905 -1.66919 0.00 0.01 0.01 0.192
H -0.41336 -8.26829 2.11416 -0.01 -0.01 0.01 0.218
H 0.75771 8.55114 0.95090 0.16 -0.04 -0.02 0.222
H 2.35667 -8.57718 -0.90865 0.00 -0.01 0.01 0.213
H -3.09444 10.14608 0.15222 -0.05 0.13 -0.03 0.232
H -1.30030 -4.81877 -0.25224 -0.01 0.00 0.00 0.210
H -0.21896 -3.37961 1.44274 -0.04 0.02 0.04 0.194
H 0.76282 -4.38589 3.47397 0.00 0.00 0.01 0.211
H -1.73185 -0.31326 -0.88099 -0.01 0.00 0.00 0.218
H 0.66126 -6.83045 3.81175 0.00 0.00 0.01 0.217
```
Forces are in eV/Å.

The total energy comes out at -1368.127126 a.u. Its multiplicity is 1. The calculation puts the HOMO-LUMO gap at 0.25843 Eh. The total charge is +1.



# 3
DFT (wB97M-V/def2-TZVPD) results for a cluster of 3 separate species, C23H32BrN2O3S in total.

Structure (XYZ):
```
62
Properties=species:S:1:pos:R:3:forces:R:3:nbo_charge:R:1
Br -1.94283 -6.39728 0.24421 0.67 1.64 -0.12 0.163
S 0.52244 -0.37868 -1.06007 -0.14 -0.10 0.26 0.032
O -1.13236 4.10017 -1.65139 0.05 -0.10 0.25 -0.538
O 4.66097 0.53141 3.89043 0.42 0.22 0.20 -0.590
O -4.55206 -0.17112 -2.50521 0.51 -0.32 -0.90 -0.549
N -0.08545 -2.52850 0.53546 -0.95 -0.92 -1.85 -0.311
N -2.94212 -0.60564 -4.16607 -0.59 -0.16 0.46 -0.524
C 5.59449 1.14199 4.37610 -0.15 -0.11 -0.12 0.619
C 0.52173 0.19117 3.27267 1.44 -2.27 -1.11 -0.227
C -1.27633 -4.61235 -0.16639 0.45 1.91 -1.22 -0.115
C 1.96220 -2.05497 1.99017 -1.01 1.27 0.91 -0.217
C -0.88134 2.75816 0.29049 0.01 -0.20 -0.24 -0.725
C -3.18076 0.77421 -4.67448 -0.57 1.67 -0.28 -0.228
C 0.59215 -1.74023 1.57439 1.29 1.91 2.70 0.054
C -4.02810 -0.97072 -3.25244 -0.84 -0.73 0.91 0.722
C -0.10823 -0.62016 2.21638 1.07 0.00 0.62 -0.157
C -1.09499 4.05991 -0.44119 -0.06 0.17 -0.41 0.595
C -1.12466 -2.21696 -3.29232 0.29 -0.19 0.07 -0.458
C -0.59213 -3.77901 0.81728 -0.55 -0.94 -0.45 0.067
C -1.47920 -4.08280 -1.52435 1.54 1.39 2.17 -0.117
C -1.67465 -0.72851 -3.40811 0.51 -0.37 0.90 -0.222
C -0.92892 -2.72944 -1.83280 -0.51 -1.76 1.45 0.013
C 1.87888 -0.15119 3.69628 -0.87 -1.32 -1.57 -0.162
C 2.60063 -1.27189 3.06140 -2.26 0.32 -0.82 -0.177
C -0.22755 -2.01351 -0.76829 0.14 -0.73 -1.33 0.104
C 5.65269 1.44102 5.85088 -0.35 -0.18 0.00 -0.723
C -1.25933 5.30427 0.39220 -0.03 0.16 -0.27 -0.721
C -2.62716 1.94482 -3.76666 1.40 -0.34 -0.47 -0.638
C -4.56875 -2.45452 -3.17903 0.00 0.38 -0.35 -0.715
C 6.73761 1.62876 3.52629 -0.20 -0.16 -0.30 -0.723
H -0.12538 -2.31948 -3.80652 -0.95 0.24 0.47 0.248
H -5.22681 -2.66882 -4.06957 0.91 0.26 0.68 0.255
H -3.73630 -3.20134 -3.15201 -0.81 0.57 -0.09 0.197
H -1.88799 -0.37207 -2.35598 0.58 -0.11 -1.05 0.192
H 2.51198 -2.89541 1.49634 -0.56 0.89 0.55 0.236
H -2.13328 5.20641 1.03919 0.14 -0.02 0.15 0.233
H -0.36322 5.47092 0.99325 -0.12 -0.06 0.16 0.231
H -0.77983 1.95165 -0.43685 -0.05 0.15 0.06 0.225
H -1.80764 -2.92825 -3.83938 0.71 0.77 0.68 0.247
H 1.61009 -0.51313 -1.89172 -0.75 -0.88 0.33 0.187
H -5.23958 -2.55282 -2.28111 0.94 0.21 -0.80 0.245
H 3.63272 -1.54483 3.38912 -1.18 0.44 -0.39 0.260
H -4.28944 0.95716 -4.78609 1.12 -0.63 0.16 0.219
H 2.38091 0.42746 4.50078 -0.44 -0.59 -0.83 0.255
H -1.40455 6.16192 -0.26464 0.01 -0.09 0.03 0.244
H 5.67454 2.52051 6.01089 0.21 -0.04 0.05 0.239
H -0.43460 -4.14283 1.86638 -0.22 0.50 -1.20 0.269
H -1.15516 -0.32488 1.93725 1.15 -0.60 0.06 0.227
H -3.01717 2.95988 -4.05417 0.09 -1.19 0.40 0.241
H -1.73911 2.54697 0.93294 0.11 0.06 0.15 0.228
H -0.83679 -0.11273 -3.83860 -1.28 -0.42 0.29 0.239
H -0.02422 1.03317 3.76617 0.50 -0.97 -0.67 0.243
H 6.56363 1.34378 2.48838 0.00 0.02 0.09 0.235
H 4.76676 1.03278 6.33852 0.08 0.02 -0.04 0.231
H 7.67106 1.17400 3.86282 0.04 0.20 0.08 0.239
H 6.80718 2.71649 3.58410 0.17 -0.04 0.13 0.239
H -2.72705 1.73310 -2.67098 -0.33 0.41 -1.08 0.220
H 0.03223 2.81112 0.88680 -0.12 -0.01 0.16 0.231
H 6.53833 0.97806 6.28954 0.07 0.20 0.01 0.241
H -2.00005 -4.69910 -2.30325 0.59 0.77 0.90 0.266
H -2.76710 0.87879 -5.72072 -0.20 -0.31 1.17 0.207
H -1.51107 2.00311 -3.95673 -1.13 0.13 0.32 0.198
```
Forces are in eV/Å.

The total energy comes out at -4202.682955 a.u. Its multiplicity is 1. The calculation puts the HOMO-LUMO gap at 0.25582 Eh. The total charge is +1.



# 4
DFT (wB97M-V/def2-TZVPD) results for a structure of composition C23H32CdCl2N3O7PS2.

Structure (XYZ):
```
71
Properties=species:S:1:pos:R:3:forces:R:3:lowdin_charge:R:1
Cd 0.33042 -1.20783 -0.34225 -0.20 0.08 -0.34 1.424
Cl 3.39298 -0.57009 -0.76374 0.10 0.05 0.08 0.544
Cl 3.37351 -3.33189 0.22785 -0.01 -0.04 0.00 0.545
S 3.69998 1.46327 2.10350 0.02 -0.01 -0.05 0.872
S 1.97597 1.18603 4.53098 -0.04 -0.07 0.04 0.901
P 0.61623 2.43929 -0.88023 0.42 -0.02 0.19 0.551
O -1.92100 -1.13581 -0.66769 0.38 0.23 0.14 -0.149
O -2.31430 -2.97444 1.49386 -0.10 -0.05 0.10 0.065
O 0.22892 -2.20181 1.58219 0.10 0.12 -0.18 -0.151
O -3.07138 -1.90193 -2.43166 0.06 -0.11 -0.20 0.028
O 0.86036 -2.51086 -1.92174 0.28 -0.26 -0.08 -0.360
O -2.83337 1.19486 -0.77249 0.17 0.32 -0.06 -0.064
O 0.80363 0.97983 -1.17675 -0.41 -0.03 0.06 -0.481
N 0.34708 -0.33685 2.95078 -0.03 0.02 -0.08 -0.014
N 1.06351 -2.11687 -3.20129 -0.10 0.11 0.09 -0.243
N 1.41858 0.07149 2.15923 -0.08 -0.03 0.08 -0.091
C -3.24246 0.41178 -1.89175 -0.11 0.17 0.12 -0.539
C 4.01079 2.60594 3.47198 -0.07 0.04 -0.03 -0.540
C -4.76489 0.37772 -1.93386 0.02 -0.04 -0.10 -0.026
C -0.13126 2.78839 0.71862 -0.02 -0.04 -0.03 -0.154
C -2.36750 -2.68933 2.81317 -0.03 -0.05 -0.14 -0.259
C -1.35094 -1.68645 4.74183 -0.04 0.01 0.00 -0.035
C -3.44559 -3.07518 3.60786 -0.02 -0.01 0.01 -0.030
C -1.31014 -1.97129 3.38103 0.08 0.11 0.11 -0.078
C 0.17254 -1.36535 -5.26536 -0.04 0.05 -0.08 -0.128
C -0.02042 -1.82916 -4.00213 -0.03 0.05 0.00 -0.074
C 4.13266 -1.74738 0.33301 0.10 0.08 0.05 -1.006
C -2.40938 -2.09073 5.54071 0.00 -0.02 -0.05 -0.106
C 2.22894 0.78717 2.81736 0.02 0.00 -0.01 -0.932
C -3.46405 -2.78201 4.96106 0.00 -0.01 0.00 -0.106
C -2.69337 -1.01083 -1.68237 -0.19 -0.34 0.16 -0.632
C -0.29599 3.38650 -2.10483 0.02 -0.16 0.00 -0.176
C 2.34505 -1.96257 -3.68091 -0.02 -0.05 -0.01 -0.122
C 3.63352 1.88349 4.75012 0.04 -0.07 -0.05 -0.556
C -0.16673 -1.48007 2.54677 0.02 0.00 0.21 -0.494
C -2.66835 0.96274 -3.19327 -0.04 0.01 0.02 -0.020
C 2.20914 3.29321 -0.85178 0.01 -0.12 -0.01 -0.183
C 1.47410 -1.17199 -5.79588 -0.02 0.01 0.06 -0.157
C 2.55489 -1.50445 -4.94498 0.06 0.01 -0.06 -0.140
H -0.52999 -1.11945 5.15805 0.04 0.00 0.01 0.098
H 4.01536 -1.36856 1.34335 0.00 -0.06 -0.02 -0.009
H -1.34617 3.12692 -2.06145 -0.22 -0.01 0.00 0.031
H 3.57946 -1.41328 -5.28477 0.01 0.00 -0.01 0.084
H -2.79154 0.22577 -3.98508 -0.05 -0.02 -0.05 0.086
H -5.15411 1.37605 -2.14648 0.00 0.02 0.03 0.077
H -3.18364 -3.21541 1.15569 0.03 0.01 0.02 0.117
H -3.18413 1.88153 -3.48631 0.04 0.06 0.04 0.081
H -1.60344 1.16474 -3.08456 0.02 -0.10 -0.01 0.063
H 5.06577 2.87632 3.44497 0.02 -0.01 0.00 0.072
H -0.70711 -1.15362 -5.86050 -0.01 -0.01 -0.01 0.088
H -1.00596 2.15965 0.87050 -0.06 -0.01 -0.07 0.048
H -5.15969 0.04821 -0.97263 0.01 -0.02 0.02 0.086
H 4.33875 1.07267 4.94406 0.00 0.07 0.04 0.070
H 3.40473 3.50393 3.33938 0.03 -0.01 0.03 0.072
H -5.09855 -0.31254 -2.70650 -0.02 -0.01 -0.04 0.082
H -0.43246 3.83438 0.77344 0.00 0.04 0.00 0.058
H 1.63177 -0.80679 -6.79844 0.01 0.02 -0.04 0.060
H 0.59101 2.57194 1.50377 0.04 -0.04 0.03 0.031
H 5.17739 -1.84531 0.05556 -0.05 0.01 0.07 0.022
H -2.41306 -1.86551 6.59861 -0.01 0.01 0.02 0.090
H -4.27031 -3.60937 3.14902 0.00 -0.03 0.00 0.109
H -0.15446 4.44940 -1.90310 -0.04 0.00 0.01 0.054
H 2.57994 3.39336 -1.87137 0.01 -0.02 -0.04 0.055
H 2.91555 2.69959 -0.27424 0.00 0.02 0.04 -0.009
H 3.12306 -2.24721 -2.99425 0.04 -0.03 0.01 0.069
H 3.61449 2.55360 5.60951 -0.02 0.02 -0.01 0.070
H -2.32534 0.52800 -0.25747 -0.08 0.13 -0.06 0.055
H -0.98431 -2.01303 -3.55159 -0.05 -0.03 0.01 0.094
H 2.10977 4.28243 -0.40589 0.00 0.06 0.01 0.052
H 0.10054 3.14736 -3.09202 -0.02 0.00 -0.01 0.064
H -4.30501 -3.10234 5.56378 -0.02 0.01 0.00 0.095
```
Forces are in eV/Å.

The total energy comes out at -3812.497129 a.u. Its multiplicity is 2. The calculation puts the HOMO-LUMO gap (spin up / spin down) at 0.12102 / 0.24516 Eh. The total charge is -1. The expectation value of S² is 0.77.



multiplicity of number 1 (C23H31O5P)? 1